Computed, not measured: a molecular structure, C10H24F2INO7Si2 at a distorted geometry, with the ωB97M-V functional and the def2-TZVPD basis.

```
47
Properties=species:S:1:pos:R:3:forces:R:3
O 5.62064 -4.49924 1.98727 -7.1 -3.2 -6.6
C 4.61448 -4.81354 1.15437 5.4 2.3 4.7
F 4.51260 -6.08314 0.37592 0.1 4.1 2.5
N 3.46630 -3.83596 1.03421 2.4 -0.4 -3.3
Si 2.19507 -4.57400 -0.00343 -2.5 0.8 -0.8
O 0.78005 -3.48985 -0.17095 0.9 -3.5 1.7
Si -0.59456 -4.27669 0.59199 0.1 2.0 -0.1
I -1.28999 -2.93305 2.60714 0.4 -0.5 -0.9
C 3.90116 -2.46866 0.55521 1.8 7.1 5.5
O 4.02599 -1.46116 1.46249 -1.0 -7.6 -7.1
F 4.23600 -2.10266 -0.85423 -1.4 -2.2 4.2
H 1.79672 -5.83714 0.66910 0.3 0.5 0.1
H 2.64380 -4.93836 -1.35206 0.2 0.4 0.0
H -1.74820 -4.37063 -0.33734 0.4 0.3 0.1
H -0.33377 -5.61661 1.10177 0.3 -0.1 0.0
C -4.79942 1.39672 -1.37828 0.0 0.2 0.2
O -5.22391 1.55018 -0.02734 0.2 -0.5 -0.1
C -5.38280 0.29533 0.64077 0.2 0.4 0.2
C -4.16926 -0.02850 1.51726 0.0 -0.3 -0.5
O -2.99177 -0.22522 0.72983 -0.4 0.4 0.1
C -2.15770 0.92841 0.70065 0.1 -0.2 -0.1
H -4.41901 2.35963 -1.72884 -0.1 -0.1 0.1
H -3.99936 0.65604 -1.47681 -0.1 0.0 0.1
H -5.64809 1.10403 -1.99919 0.0 -0.1 -0.1
H -5.57246 -0.50897 -0.08299 0.1 0.1 0.1
H -6.26594 0.38226 1.28064 0.0 0.0 0.0
H -4.35940 -0.96718 2.04785 0.0 0.0 0.0
H -4.00579 0.75281 2.27010 -0.1 0.0 -0.2
H -1.59119 0.99238 1.63424 0.1 0.1 0.0
H -2.72867 1.84803 0.55850 0.0 0.0 0.0
H -1.45643 0.82408 -0.12938 -0.1 0.0 0.1
C 2.97169 3.58815 -2.41956 0.1 -0.1 0.2
O 3.12520 3.96901 -1.05567 -0.5 0.0 -0.2
C 1.92731 4.52516 -0.50611 0.3 -0.3 0.3
C 1.16037 3.49076 0.32309 -0.2 0.1 -0.5
O 0.67819 2.41912 -0.49195 0.4 0.1 0.1
C 1.51006 1.26563 -0.42218 -0.2 0.0 0.0
H 3.79499 2.91902 -2.68266 0.0 0.1 0.1
H 2.03009 3.05822 -2.59553 0.0 0.1 0.1
H 3.01806 4.47379 -3.05590 0.0 0.0 -0.1
H 1.29318 4.94306 -1.29980 0.0 -0.2 0.1
H 2.22712 5.34882 0.14859 0.0 0.0 0.0
H 0.28379 3.97506 0.76564 0.0 0.0 0.0
H 1.77830 3.10547 1.14387 0.0 0.1 -0.2
H 1.30706 0.72544 0.50712 0.1 -0.1 0.0
H 2.57122 1.51746 -0.47156 0.0 0.1 0.0
H 1.26829 0.61650 -1.26586 -0.1 0.1 0.0
```
Forces are in eV/Å.

LUMO	-1.3	eV
spin multiplicity	1
total charge	0
energy	-55869.19834	eV
M	491.4	g mol⁻¹

Computed, not measured: a molecular structure, C43H44FeN2P2S2, with the ωB97M-V functional and the def2-TZVPD basis.

```
94
Properties=species:S:1:pos:R:3:forces:R:3
Fe 0.67821 -1.01968 -1.64485 0.1 0.3 -0.2
S -0.52811 -3.01655 -1.96085 -0.2 -0.2 -0.1
P -0.80396 -2.58157 -0.01100 0.0 0.2 0.1
C 0.53813 -1.55223 0.32888 -0.1 0.0 -0.1
P 2.12681 -2.21805 0.39807 0.1 -0.2 0.2
S 2.68168 -2.13566 -1.55315 0.2 -0.1 0.1
C 3.18729 -1.17958 1.42147 0.1 0.1 -0.1
C 2.68648 -0.03470 2.02719 0.0 0.0 0.0
C 3.53372 0.78792 2.75913 0.0 0.0 0.0
C 4.87772 0.47017 2.87549 0.0 0.0 0.0
C 5.38268 -0.67434 2.26506 0.0 0.0 0.0
C 4.54068 -1.49832 1.53935 0.0 0.0 0.0
C 2.31328 -3.88725 1.05605 0.0 0.0 0.1
C 2.54459 -4.08785 2.41594 0.0 0.1 0.0
C 2.56804 -5.37305 2.93149 0.0 0.0 0.0
C 2.35592 -6.45961 2.09353 0.0 0.0 0.0
C 2.12703 -6.26305 0.73892 0.0 0.0 0.0
C 2.10581 -4.97938 0.21748 0.0 0.0 0.0
C -2.33442 -1.62958 0.18863 0.0 0.0 0.1
C -2.33506 -0.43168 0.89209 0.0 0.0 0.0
C -3.52933 0.24417 1.10683 0.0 0.0 0.0
C -4.72031 -0.27808 0.62545 0.0 0.1 0.0
C -4.72121 -1.47438 -0.08222 0.0 0.0 0.0
C -3.53161 -2.14732 -0.30248 0.0 0.0 0.0
C -1.04933 -4.00496 1.06296 0.0 -0.1 -0.2
C -1.51279 -5.20605 0.53642 0.0 0.0 0.0
C -1.77137 -6.27502 1.38022 0.0 0.0 0.0
C -1.55906 -6.14542 2.74573 0.0 0.0 0.0
C -1.08642 -4.94988 3.26990 0.0 0.0 0.0
C -0.83348 -3.87663 2.43156 0.0 0.0 0.0
H 1.63513 0.20308 1.91789 0.0 0.0 0.0
H 3.14198 1.67589 3.23875 0.0 0.0 0.0
H 5.53780 1.11047 3.44637 0.0 0.0 0.0
H 6.43113 -0.92380 2.35929 0.0 0.0 0.0
H 4.93479 -2.39043 1.06505 0.0 0.0 0.0
H 2.70842 -3.24244 3.07382 0.0 0.0 0.0
H 2.75200 -5.52698 3.98665 0.0 0.0 0.0
H 2.37526 -7.46391 2.49661 0.0 0.0 0.0
H 1.96603 -7.11066 0.08587 0.0 0.0 0.0
H 1.92625 -4.81812 -0.83860 0.0 0.0 0.0
H -1.39824 -0.03518 1.26618 0.0 0.0 0.0
H -3.52763 1.17163 1.66594 0.0 0.0 0.0
H -5.65265 0.24201 0.80810 0.0 0.0 0.0
H -5.65074 -1.88579 -0.45429 0.0 0.0 0.0
H -3.53006 -3.08017 -0.85562 0.0 0.0 0.0
H -1.65392 -5.31232 -0.53323 0.0 0.0 0.0
H -2.13071 -7.21025 0.97169 0.0 0.0 0.0
H -1.75867 -6.98085 3.40401 0.0 0.0 0.0
H -0.91376 -4.85397 4.33389 0.0 0.0 0.0
H -0.46572 -2.94257 2.84264 0.0 0.0 0.0
C 3.88170 5.26912 -1.33988 0.0 0.0 0.0
C 2.77173 4.83054 -0.37377 0.0 0.0 0.0
C 1.62719 5.84016 -0.44528 0.0 0.0 0.0
C 3.31737 4.79999 1.06150 0.0 0.0 0.0
C 2.32103 3.42715 -0.74825 0.0 0.0 0.0
C 3.22537 2.36925 -0.75096 0.0 0.1 0.0
C 2.80998 1.09696 -1.07412 0.0 -0.2 0.0
N 1.54593 0.80161 -1.39435 -0.1 0.3 -0.1
C 0.66073 1.81444 -1.42253 -0.1 -0.1 0.0
C 1.01435 3.11707 -1.11030 0.0 -0.1 0.0
C -0.71036 1.44264 -1.85711 0.0 -0.1 -0.1
C -1.76298 2.33391 -1.87343 0.0 0.0 -0.1
C -3.01400 1.95003 -2.36156 0.0 0.0 -0.1
C -3.12571 0.64606 -2.82206 0.0 0.0 0.0
C -2.04295 -0.20890 -2.74650 0.0 -0.1 0.0
N -0.85525 0.16237 -2.27025 0.0 0.2 0.4
C -4.15288 2.95682 -2.43523 0.0 0.0 0.0
C -5.48519 2.27975 -2.76006 0.0 0.0 0.0
C -4.28889 3.69915 -1.09874 0.0 0.0 0.0
C -3.81603 3.96430 -3.54541 0.0 0.0 0.0
H 4.21230 6.27692 -1.08528 0.0 0.0 0.0
H 3.52447 5.27851 -2.37094 0.0 0.0 0.0
H 4.74960 4.61141 -1.28676 0.0 0.0 0.0
H 1.99672 6.82469 -0.15834 0.0 0.0 0.0
H 0.81503 5.58388 0.23861 0.0 0.0 0.0
H 1.22185 5.92496 -1.45570 0.0 0.0 0.0
H 3.66492 5.79469 1.34417 0.0 0.0 0.0
H 4.15776 4.11227 1.16223 0.0 0.0 0.0
H 2.54244 4.49805 1.76901 0.0 0.0 0.0
H 4.26533 2.51793 -0.49516 0.0 0.0 0.0
H 3.50531 0.26836 -1.07443 0.0 0.0 0.0
H 0.26612 3.89132 -1.15848 0.0 0.0 0.0
H -1.61355 3.34084 -1.51578 0.0 0.0 0.0
H -4.05102 0.26756 -3.22832 0.0 0.0 0.0
H -2.12295 -1.23908 -3.06299 0.0 0.0 0.0
H -5.72420 1.49692 -2.03755 0.0 0.0 0.0
H -5.48788 1.84219 -3.75950 0.0 0.0 0.0
H -6.28450 3.02048 -2.72952 0.0 0.0 0.0
H -4.42711 3.00130 -0.27251 0.0 0.0 0.0
H -5.15674 4.35841 -1.13702 0.0 0.0 0.0
H -3.42074 4.32248 -0.88097 0.0 0.0 0.0
H -3.72152 3.46771 -4.51227 0.0 0.0 0.0
H -2.88150 4.48837 -3.33730 0.0 0.0 0.0
H -4.60955 4.70941 -3.62123 0.0 0.0 0.0
```
Forces are in eV/Å.

LUMO (alpha / beta)	-3.7 / -3.1	eV
spin multiplicity	2
total charge	+1
<S²>	1.13
energy relative to the best compared isomer or geometry (same formula, charge and spin)	0.000	eV
energy	-122918.61566	eV
M	770.8	g mol⁻¹

Computed, not measured: C4H4O3 in the gas phase, with the ωB97M-V functional and the def2-TZVPD basis.

```
11
Properties=species:S:1:pos:R:3:forces:R:3
O -0.62591 2.02551 -1.44404 0.2 -0.5 0.6
C -0.67080 1.11877 -0.67544 0.2 0.4 -0.4
O -1.78404 0.41355 -0.29703 -0.1 0.1 0.0
C -1.06435 -0.37701 0.68394 0.0 -0.3 0.2
C 0.23372 0.16595 0.14515 -0.1 -0.2 -0.1
C 1.44889 -0.51423 -0.30383 0.1 -0.1 -0.2
O 1.40062 0.25473 0.89916 0.0 0.4 -0.1
H -1.24695 -1.44802 0.60528 -0.1 0.1 -0.1
H -1.28278 -0.00558 1.68900 0.0 -0.2 -0.1
H 2.05430 -0.03371 -1.06866 -0.2 -0.1 -0.1
H 1.53731 -1.59995 -0.23351 0.0 0.3 0.3
```
Forces are in eV/Å.

LUMO	0.8	eV
spin multiplicity	1
total charge	0
energy relative to the best compared isomer or geometry (same formula, charge and spin)	2.084	eV
energy	-10353.12769	eV
SMILES string	O=C1OC[C@@]12CO2
M	100.1	g mol⁻¹

Computed, not measured: 2 unconnected molecules or ions with the total composition C8H8BN at a distorted geometry, with the ωB97M-V functional and the def2-TZVPD basis.

```
18
Properties=species:S:1:pos:R:3:forces:R:3
B -2.71435 0.77758 -0.39538 2.0 1.8 0.1
C -4.11234 0.18003 -0.43566 1.2 -0.6 0.9
C 2.48733 -1.30265 -0.17876 2.1 -2.4 -0.3
C 1.97310 -1.29287 1.10478 -2.1 3.0 -1.5
C 1.98582 -0.54990 -1.20492 -3.9 1.1 3.0
C 0.91389 -0.43552 1.43142 0.7 0.3 -2.1
C 0.79522 0.25295 -0.83573 3.1 -0.9 -1.7
C 0.31761 0.40054 0.47990 1.0 -0.9 -3.3
C -0.78704 1.34637 0.54954 -3.8 -2.0 0.5
N -5.05025 -0.37847 -0.78723 -1.0 -0.3 -0.1
H -2.81493 1.49782 -1.34462 0.7 0.1 -0.1
H -0.80109 2.26950 0.02082 0.5 0.4 -0.3
H 3.30624 -2.06573 -0.42921 -1.1 1.3 0.5
H 2.38502 -1.71217 1.92717 1.5 -2.0 2.0
H 2.29599 -0.79543 -2.17038 0.3 0.4 -1.6
H 0.62094 -0.37669 2.41071 -0.8 0.1 2.4
H 0.36507 0.79683 -1.68318 -0.2 0.0 0.5
H -1.16623 1.38782 1.54073 -0.3 0.7 0.9
```
Forces are in eV/Å.

LUMO	-1.0	eV
spin multiplicity	1
total charge	0
energy relative to the best compared isomer or geometry (same formula, charge and spin)	1.906	eV
energy	-10587.83546	eV
M	129.0	g mol⁻¹

Computed, not measured: a molecular structure, C55H55GeNO4ReSb at a distorted geometry, with the ωB97M-V functional and the def2-TZVPD basis.

```
118
Properties=species:S:1:pos:R:3:forces:R:3
Re 12.73110 14.19740 10.63927 0.8 -1.7 0.8
C 8.61118 9.44464 13.66264 2.6 0.4 -2.9
C 8.91837 10.86944 13.04372 0.1 -1.3 0.8
C 7.74432 11.80484 13.09190 0.1 1.3 0.2
O 9.43996 10.64752 11.74498 0.1 0.4 -0.8
C 10.16244 11.86766 11.45015 -1.7 0.2 0.1
C 10.92832 11.93755 12.82232 1.7 1.0 -0.4
O 10.05329 11.43596 13.74419 -1.4 -0.3 0.6
C 11.50707 13.29433 13.37426 0.0 -0.8 0.9
O 12.41425 13.65019 12.34466 0.8 0.0 -0.5
C 10.45309 14.34896 13.54873 -0.9 0.8 -1.8
C 9.75866 14.98168 12.45775 0.5 0.9 2.4
C 8.89463 16.09088 12.70585 0.6 -1.1 -0.6
C 8.59683 16.52512 13.99710 -0.2 0.0 0.6
C 9.19862 15.77842 15.02582 -0.4 0.6 -1.7
C 10.08632 14.75518 14.79286 0.9 -0.3 1.6
C 12.42464 13.02667 14.66769 -0.6 0.9 -2.1
C 13.27159 14.04180 15.09807 1.4 0.2 0.2
C 14.26745 13.76431 16.06469 -1.0 0.2 -0.5
C 14.38026 12.50098 16.58391 -0.3 -1.2 1.0
C 13.43299 11.52814 16.22768 2.0 -0.3 0.7
C 12.54203 11.76802 15.22008 -0.7 -0.6 0.2
C 10.82922 11.90352 9.98295 1.3 -0.1 2.3
O 11.24803 13.35437 9.96049 -1.2 -1.0 -1.3
C 9.81308 11.64566 8.90160 -0.1 -0.2 1.0
C 8.70796 12.44910 8.85298 -2.9 1.7 -1.4
C 7.58870 12.02764 8.03149 0.5 1.7 0.9
C 7.62131 10.84155 7.35774 1.3 0.7 0.7
C 8.74666 10.05108 7.39243 -0.4 -0.3 0.0
C 9.80170 10.46281 8.18141 0.9 -1.2 -0.7
C 12.08464 11.00944 9.96994 -0.2 -0.9 -0.9
C 12.11718 9.73081 10.64822 -2.0 2.4 0.9
C 13.21813 8.90977 10.60642 0.3 0.2 -0.8
C 14.33244 9.37000 9.86938 -1.0 0.4 0.3
C 14.27513 10.58968 9.18525 1.4 -1.1 -0.6
C 13.12944 11.36018 9.09283 -0.2 -1.9 2.7
H 8.17816 8.82630 12.84399 0.2 0.4 0.6
H 8.01082 9.37702 14.52117 -0.7 0.4 1.1
H 9.66766 9.08641 13.83804 -1.3 -0.1 0.1
H 7.07945 11.52462 12.26329 -0.2 0.1 0.6
H 7.98857 12.91385 13.03929 -0.1 -1.4 -0.2
H 7.34581 11.67361 14.10562 -0.5 0.0 -0.5
H 9.34726 12.64152 11.40420 1.1 -0.3 0.0
H 11.82527 11.30836 12.81562 0.0 -0.2 -0.6
H 10.03491 14.70704 11.47634 -0.2 -0.1 -1.0
H 8.48580 16.57412 11.83019 -0.2 0.2 0.0
H 7.91200 17.41649 14.22598 1.2 -1.6 -0.5
H 9.05497 15.98888 16.02522 -0.6 0.8 1.9
H 10.60765 14.31585 15.66089 -0.5 0.2 -0.5
H 13.39257 15.03104 14.62088 -0.9 -0.5 0.2
H 14.85546 14.56503 16.45872 0.5 0.4 -0.1
H 15.13942 12.18148 17.32439 -0.5 0.7 -0.5
H 13.56676 10.55201 16.72500 -0.5 0.4 -0.6
H 11.94433 10.93135 14.90811 -0.4 0.1 -0.1
H 8.65925 13.48661 9.30452 0.2 -1.5 -0.3
H 6.66004 12.60890 7.80604 1.1 0.0 0.9
H 6.80680 10.65192 6.75713 -1.6 -0.9 -1.2
H 8.68298 9.11921 6.82799 0.7 0.2 0.3
H 10.66992 9.82073 8.16395 0.2 0.0 0.3
H 11.19516 9.54242 11.30755 1.6 -0.2 -1.2
H 13.12132 7.92483 11.07044 0.5 0.4 -0.1
H 15.22213 8.78686 9.75802 0.3 -0.3 0.2
H 15.19349 10.81621 8.61565 -0.7 0.2 0.1
H 13.07078 12.13534 8.41441 -0.2 1.6 -1.1
C 16.06768 12.70599 12.43757 -0.8 -0.9 -0.1
Sb 15.40244 14.33792 11.31799 0.3 -0.2 -1.2
C 16.75876 14.47164 9.62223 0.7 0.3 1.2
C 15.82103 16.02075 12.45542 -0.4 0.3 0.1
H 16.97167 13.07037 12.84193 1.5 0.0 0.2
H 16.17075 11.72881 11.88450 -0.2 1.2 0.7
H 15.43351 12.66044 13.32823 -0.3 -0.4 -0.3
H 17.35331 15.40986 9.62029 -0.7 -0.5 0.0
H 16.23307 14.32779 8.70977 -0.5 0.1 -0.7
H 17.46952 13.64979 9.69777 0.0 -0.1 0.2
H 16.85222 16.27206 12.29898 0.4 0.4 -0.1
H 15.63897 15.92401 13.51162 -0.1 -0.4 0.4
H 15.13205 16.77995 12.10099 0.2 0.3 -0.2
C 13.98552 15.06966 6.13245 -2.3 1.6 2.6
C 13.74265 14.69259 7.58983 0.2 0.4 -3.2
N 13.47838 14.51603 8.67771 0.0 -0.7 0.9
H 14.46966 16.05664 6.29798 0.1 -0.6 -0.9
H 12.95140 15.26304 5.69277 1.3 -0.2 0.6
H 14.47348 14.31516 5.58265 0.9 -0.7 -0.5
C 12.40986 15.84173 10.57639 -0.8 2.2 0.5
Ge 11.72587 17.71420 10.18544 -0.8 -0.5 0.8
C 10.11941 17.32758 9.21768 -0.9 -1.2 -0.6
C 10.01230 16.16302 8.42035 -0.5 0.3 -0.2
C 8.90286 15.94571 7.55051 3.5 -1.0 2.1
C 7.95509 16.88235 7.51059 -0.8 0.7 -1.2
C 8.00962 18.00255 8.28991 -1.1 1.1 0.9
C 9.04185 18.22206 9.19625 -0.1 0.1 0.0
C 11.46333 18.85929 11.72254 0.4 1.7 0.0
C 11.37576 18.46854 13.04315 -0.7 -1.0 1.3
C 11.14585 19.39296 14.09156 0.6 -1.0 1.0
C 11.15304 20.72519 13.78070 -0.8 0.7 1.0
C 11.24659 21.17848 12.47622 0.1 -0.5 -0.8
C 11.39597 20.27466 11.44495 0.2 -2.0 0.2
C 12.99188 18.24217 8.89022 1.9 0.3 -0.4
C 14.32390 18.62045 9.28156 -2.7 -1.0 0.6
C 15.13867 19.14002 8.34860 1.3 0.1 -1.5
C 14.70164 19.22286 7.02893 1.0 0.6 -2.0
C 13.48589 18.70987 6.58047 1.1 1.0 -0.4
C 12.63653 18.23926 7.53122 -1.8 0.1 1.7
H 10.78374 15.39240 8.46281 -0.1 0.2 0.0
H 8.90267 15.00398 7.05266 -0.3 -0.4 -0.7
H 7.20966 16.79760 6.76336 -1.0 -0.1 -0.3
H 7.10520 18.62908 8.21016 0.9 0.1 0.3
H 9.01020 19.05799 9.90263 0.0 -0.1 -0.4
H 11.36395 17.40272 13.31787 0.2 0.4 -0.2
H 11.03417 19.11909 15.21804 0.2 0.1 -2.4
H 10.96171 21.39912 14.61750 0.2 0.2 -0.4
H 11.18514 22.20724 12.20439 0.0 0.7 0.2
H 11.47470 20.55594 10.40480 0.0 0.5 0.0
H 14.61990 18.51529 10.31617 0.1 0.1 0.1
H 16.17218 19.39633 8.54936 -0.2 0.3 0.2
H 15.36828 19.72723 6.27583 -0.7 -0.7 0.9
H 13.15845 18.79426 5.54422 0.3 0.0 0.2
H 11.57749 18.07431 7.28681 0.6 -0.4 -0.1
```
Forces are in eV/Å.

LUMO	-7.0	eV
spin multiplicity	1
total charge	+2
energy relative to the best compared isomer or geometry (same formula, charge and spin)	0.630	eV
energy	-132772.19511	eV
M	1174.6	g mol⁻¹

Computed, not measured: 2 unconnected molecules or ions with the total composition C2H7O at a distorted geometry, with the ωB97M-V functional and the def2-TZVPD basis.

```
10
Properties=species:S:1:pos:R:3:forces:R:3
O -0.29704 1.69370 0.51687 0.2 0.3 -0.2
H -0.26192 0.62502 0.25541 0.0 0.3 0.0
H 0.05596 2.36088 -0.06420 0.6 0.1 -1.1
H -0.71724 2.19509 1.21572 -0.7 -0.6 1.0
C 0.63269 -1.23221 -0.88709 -1.2 0.3 0.8
C -0.20088 -0.94402 0.12879 0.0 -0.4 1.4
H 0.21544 -1.29656 -1.88253 0.4 -0.3 -0.2
H 1.65608 -1.43505 -0.61439 0.4 0.3 -0.6
H -1.28106 -1.07885 0.18276 0.0 0.3 -0.9
H 0.19798 -0.88801 1.14866 0.3 -0.4 -0.2
```
Forces are in eV/Å.

LUMO	-4.7	eV
spin multiplicity	1
total charge	+1
energy relative to the best compared isomer or geometry (same formula, charge and spin)	0.372	eV
energy	-4225.43151	eV
M	47.1	g mol⁻¹